Entry 1:
Entry from the OMol25 dataset: a 2-piece molecular cluster, C10H15NO overall in a non-equilibrium geometry (ωB97M-V with the def2-TZVPD basis set).

The geometry in XYZ format:
```
27
Properties=species:S:1:pos:R:3:forces:R:3:nbo_charge:R:1
O 0.98210 2.37544 2.50037 0.37 0.13 -0.43 -0.604
N 0.11694 0.37800 3.00840 -0.46 -0.06 -0.26 -0.837
C -0.54557 -1.18074 -0.49732 -0.66 -0.26 -0.53 -0.198
C -1.20486 -0.02231 -2.54021 -0.13 0.27 0.08 0.000
C 1.17763 1.19560 2.68227 -0.23 -0.76 0.92 0.682
C -2.21889 -2.08262 -1.93532 -1.15 -0.29 -0.40 -0.203
C -1.42560 -2.20981 -0.81378 0.11 0.84 0.25 -0.220
C -2.14689 -1.01971 -2.81789 1.23 0.87 0.56 -0.217
C 3.27285 0.44485 1.45992 0.46 -0.28 -0.01 -0.599
C -0.46736 -0.08947 -1.36872 1.46 -1.17 0.45 -0.228
C -0.99367 1.17533 -3.40711 -0.28 0.68 -0.78 -0.638
C 2.53390 0.52731 2.79195 -0.45 -0.19 -1.02 -0.494
H 0.00237 1.57741 -3.33380 0.58 -0.06 0.24 0.218
H -1.62902 2.02330 -3.14020 -0.23 -0.17 0.22 0.224
H 2.39296 -0.46919 3.20870 0.13 0.03 0.11 0.202
H -3.02116 -2.78902 -2.06104 0.02 -0.47 -0.29 0.208
H 3.69946 1.39297 1.13933 -0.57 0.22 -0.16 0.222
H 0.04216 -1.24684 0.40832 0.23 0.14 -0.12 0.202
H 2.66754 -0.03082 0.69611 -0.22 0.28 -0.31 0.203
H -0.76258 0.80837 2.83773 -0.65 0.48 0.00 0.392
H 3.10075 1.13516 3.45174 0.55 0.40 0.86 0.233
H -2.70826 -0.89357 -3.72766 -0.45 -0.41 -0.01 0.215
H 0.43649 0.50143 -1.23924 -0.55 0.73 0.06 0.211
H 4.14902 -0.18945 1.53234 0.17 -0.31 0.35 0.211
H 0.02911 -0.62573 2.99983 0.88 0.05 -0.05 0.391
H -1.15587 1.03667 -4.47776 -0.17 -0.43 0.06 0.215
H -1.54713 -3.06425 -0.17713 0.00 -0.26 0.23 0.209
```
Forces are in eV/Å.

energy relative to the best compared isomer or geometry (same formula, charge and spin)	11.85	kcal per mole

=====

Entry 2:
Entry from the OMol25 dataset: a 2-piece molecular cluster, C9H19N5 overall in a non-equilibrium geometry (ωB97M-V with the def2-TZVPD basis set).

The geometry in XYZ format:
```
33
Properties=species:S:1:pos:R:3:forces:R:3:nbo_charge:R:1
N 1.40769 -0.08736 -0.20884 1.33 -0.18 -0.54 -0.121
N 3.50342 0.13571 -0.96933 2.06 0.91 0.08 -0.667
N 1.30356 0.07061 -1.40869 -3.13 0.50 -0.44 0.067
N -2.91538 1.08063 0.35975 -0.67 1.44 -0.03 -0.389
N -1.92192 -0.78095 -0.83252 -2.23 3.84 1.45 -0.326
C -2.69729 1.12385 1.76443 -3.70 -2.21 2.45 -0.429
C -2.47687 0.11276 -0.29235 1.04 -2.32 -1.68 0.741
C -2.62738 -3.04411 -1.03711 -1.57 -1.36 0.40 -0.240
C 2.81482 -0.11946 0.28766 0.64 2.78 0.71 0.257
C -3.86879 2.02942 -0.15211 -4.86 1.47 -1.59 -0.470
C 2.52494 0.23008 -2.03249 2.49 1.23 -0.39 -0.136
C -1.83487 -2.02634 -1.31805 2.67 -1.51 -0.74 -0.124
C 2.90538 1.11770 1.23208 3.12 -0.74 1.06 -0.681
C 3.12957 -1.41551 0.93935 -2.74 -2.67 -2.24 -0.644
H -2.30081 -4.12280 -1.19370 -0.63 1.71 -0.20 0.268
H 3.19103 -2.27240 0.18957 -0.20 1.29 0.32 0.246
H -2.56850 0.09998 2.19370 0.87 0.98 -0.37 0.245
H 4.05738 -1.48309 1.36063 2.24 0.42 1.70 0.268
H -4.89614 1.92757 0.43766 2.19 -0.25 -0.96 0.249
H -3.75787 3.16864 -0.10338 1.19 -1.78 0.13 0.277
H 4.41099 0.74498 -0.95920 -2.76 -1.45 -0.05 0.451
H -2.07344 1.90316 1.97653 2.20 1.55 1.00 0.232
H 2.53498 2.05619 0.99018 -1.41 1.47 -1.83 0.242
H 4.00462 1.43581 1.31994 -1.23 -1.05 0.18 0.265
H 2.61135 -0.58865 -2.73471 -0.04 -0.20 -0.72 0.267
H -3.67588 -2.85381 -0.62928 1.68 -0.41 -0.28 0.236
H 0.57874 -0.06282 0.36617 -0.32 -0.41 0.30 0.432
H -4.18782 1.76851 -1.22156 0.84 0.38 1.44 0.254
H 2.51897 1.02186 2.23104 0.06 -0.90 0.59 0.243
H 2.53769 1.22650 -2.60611 -0.26 -1.37 0.63 0.284
H -0.83557 -2.01971 -1.76788 -0.47 -1.38 -0.25 0.221
H -3.69420 1.38702 2.25857 1.16 -0.11 -0.76 0.254
H 2.29763 -1.76395 1.56005 0.43 0.36 0.63 0.228
```
Forces are in eV/Å.

total charge	+2
energy relative to the best compared isomer or geometry (same formula, charge and spin)	106.77	kcal per mole

=====

Entry 3:
Entry from the OMol25 dataset: an isolated molecule of C21H23NO3S (ωB97M-V with the def2-TZVPD basis set).

The geometry in XYZ format:
```
49
Properties=species:S:1:pos:R:3:forces:R:3:nbo_charge:R:1
S 2.71767 0.87582 0.76057 0.38 -0.03 -0.39 0.417
O -3.31667 -1.29262 -1.55932 0.21 0.31 -0.28 -0.402
O 3.79224 -2.40336 0.29909 0.26 -0.10 -0.04 -0.621
O -0.03569 1.88295 -1.00550 -0.43 -0.26 0.20 -0.529
N 1.63869 -1.92988 -0.09281 0.03 0.18 -0.28 -0.446
C 2.97919 0.03217 -0.72956 -0.04 0.36 0.16 -0.164
C -1.53561 -0.26156 -0.26176 -0.11 0.10 0.01 -0.293
C 4.08067 1.88464 0.47590 -0.24 -0.08 0.17 -0.419
C -4.40079 -2.61315 -0.13986 -0.16 0.08 -0.56 -0.313
C -1.90650 1.13153 0.20448 0.11 0.00 -0.23 -0.067
C 0.81341 2.91454 -1.44466 0.24 0.24 -0.11 -0.256
C -2.70861 -1.18097 -0.35847 0.24 -0.24 0.71 0.303
C 4.06316 0.52609 -1.38374 -0.31 -0.15 0.00 -0.259
C -2.98618 1.37926 1.03086 0.10 0.06 -0.06 -0.193
C -2.47269 3.71320 1.06237 -0.11 -0.05 0.08 -0.195
C -1.08890 2.20140 -0.19467 -0.11 -0.01 0.07 0.373
C 2.05479 -1.05285 -1.17835 0.18 -0.14 -0.06 -0.254
C -0.44903 -0.82693 0.66670 -0.09 -0.15 -0.36 -0.398
C 2.20732 -3.38946 1.79374 0.25 0.04 -0.04 -0.713
C 4.69433 1.58721 -0.69486 0.05 0.21 0.11 -0.252
C -3.27623 2.66406 1.46170 -0.05 0.13 0.10 -0.237
C -3.33909 -1.97927 0.55185 0.42 0.34 -0.32 -0.330
C 0.21618 -2.09692 0.10197 -0.21 0.03 0.19 -0.212
C -4.33723 -2.15570 -1.41741 -0.51 -0.53 0.46 0.082
C 2.62517 -2.54349 0.60952 -0.12 -0.34 0.25 0.686
C -1.38278 3.48761 0.23734 0.29 0.03 -0.18 -0.309
H 5.57002 2.09602 -1.05673 0.15 0.10 -0.02 0.223
H 0.31386 -0.06029 0.80007 -0.11 -0.01 0.06 0.227
H -4.12480 2.83991 2.10481 -0.08 0.02 0.06 0.213
H -3.08757 -2.10756 1.58482 0.14 0.03 0.22 0.227
H 4.34245 2.62822 1.20220 0.12 0.16 0.12 0.234
H 1.58452 -2.81724 2.47662 -0.13 -0.02 0.09 0.222
H -3.61307 0.55533 1.33666 -0.07 -0.08 -0.01 0.221
H 2.57216 -1.63911 -1.94818 -0.10 0.12 0.02 0.224
H 1.30305 3.41588 -0.60427 -0.02 -0.03 -0.03 0.183
H 3.10990 -3.70487 2.31020 0.00 0.03 -0.03 0.245
H -4.93244 -2.36000 -2.28489 -0.01 0.03 -0.17 0.204
H -0.76886 4.32267 -0.06048 0.08 0.05 -0.05 0.218
H 0.04239 -2.94383 0.76144 0.00 -0.01 -0.11 0.219
H 0.27342 3.65157 -2.04758 -0.01 -0.03 0.04 0.177
H -1.12304 -0.15593 -1.27100 0.02 -0.12 0.09 0.239
H -0.88794 -1.02350 1.64446 -0.01 0.05 0.10 0.210
H 1.57202 2.43129 -2.05931 0.00 0.06 0.06 0.207
H -5.10691 -3.30973 0.26332 -0.18 -0.15 0.00 0.228
H -0.23290 -2.34579 -0.86680 -0.02 -0.06 0.09 0.198
H -2.68744 4.71939 1.39021 -0.02 0.08 0.02 0.213
H 1.15512 -0.60915 -1.61152 0.01 -0.08 0.00 0.220
H 4.41101 0.13795 -2.32419 0.05 -0.15 -0.17 0.221
H 1.66819 -4.27557 1.46501 -0.11 -0.05 0.03 0.226
```
Forces are in eV/Å.

energy relative to the best compared isomer or geometry (same formula, charge and spin)	0.00	kcal per mole

=====

Entry 4:
Entry from the OMol25 dataset: C20H26AuN4O3S2 as an isolated structure in a non-equilibrium geometry (ωB97M-V with the def2-TZVPD basis set).

The geometry in XYZ format:
```
56
Properties=species:S:1:pos:R:3:forces:R:3:lowdin_spin:R:1
Au 0.03215 1.77642 2.65748 -0.66 0.02 -0.30 0.530
S -1.13950 2.52239 0.64280 0.14 -0.10 0.64 0.622
S -0.55881 -1.32517 2.24547 -0.14 0.35 -0.46 0.039
O 2.56822 3.58340 1.16294 -0.26 -0.61 0.43 0.034
O 2.55267 -0.66137 -1.54072 -1.23 0.28 1.12 0.000
O 1.83768 1.44447 1.48952 0.22 1.13 -0.28 0.099
N 0.94497 -0.69155 0.13713 -0.74 -1.32 -0.44 -0.001
N -0.96043 2.98215 4.31638 -0.04 -1.67 -0.05 0.110
N 1.00875 1.08737 4.49419 1.96 1.07 0.64 0.087
N -0.20549 -2.69382 -0.01224 -0.41 -1.21 -0.61 0.002
C 0.06469 2.77657 -3.00069 -0.09 -0.74 -2.70 0.004
C -1.99319 -0.70522 -2.83238 -0.35 -0.32 -0.65 0.002
C -0.05294 2.71109 -0.65751 -1.00 -0.36 0.86 0.116
C -0.31071 -1.03972 -4.54873 1.32 0.00 -1.11 0.002
C -0.70392 2.79782 -1.89889 0.99 0.24 0.44 0.090
C 1.36880 -0.67655 -1.21837 1.78 -0.12 -1.06 0.000
C 0.06730 3.19053 5.31985 -0.51 0.20 1.47 0.007
C -1.71259 -4.40097 -1.19629 3.69 1.27 0.61 0.000
C 1.33830 2.64626 -0.54081 0.50 -0.17 -0.84 0.086
C 0.70545 -0.84383 -3.59946 -0.48 -0.46 0.24 0.001
C 0.06208 -1.60372 0.67785 0.50 1.11 0.85 0.002
C 1.95864 2.58837 0.82277 1.07 0.01 -0.02 0.008
C -1.33789 -3.65560 0.17843 0.36 0.13 -1.97 0.001
C -1.63425 -1.03006 -4.14083 0.32 -0.22 0.07 0.000
C 1.44527 2.68853 -2.95924 0.75 0.58 1.77 0.144
C -0.62865 -5.47748 -1.54714 -1.24 -1.16 1.16 0.000
C 0.58697 1.84308 5.77275 0.58 -0.58 -1.68 0.006
C 0.34078 -0.67908 -2.28156 -1.57 0.42 0.86 0.001
C 2.10821 2.68756 -1.70799 -0.42 -0.40 0.14 -0.010
C -1.02402 -0.51085 -1.90958 2.31 -0.09 -1.11 0.001
H -1.35703 3.82508 3.99600 -0.69 1.06 -0.38 0.001
H -2.42066 -1.35723 -4.77995 -0.35 0.12 -0.75 0.000
H 1.09268 0.06050 4.54050 -0.25 0.65 0.26 0.002
H 0.29879 -5.08443 -1.85808 1.07 0.95 -0.47 0.000
H -3.03273 -0.69536 -2.56873 -0.35 0.18 0.11 0.000
H -0.15912 1.28607 6.31180 -0.38 -0.33 0.04 0.000
H -1.16943 -0.17325 -0.93522 -0.80 0.18 1.55 0.003
H -1.69097 -3.69723 -2.05005 -0.45 -0.07 0.54 0.000
H 1.29012 0.05192 0.74122 0.49 0.12 0.20 -0.001
H -0.97868 -6.09142 -2.38637 0.03 0.03 0.27 0.000
H 0.48285 -2.95880 -0.70777 -0.30 0.07 -0.14 0.000
H 0.84875 3.82489 4.93318 0.30 0.12 -0.27 0.000
H -0.37061 3.70084 6.20461 0.35 -0.16 -0.39 0.004
H 1.44608 1.96998 6.41144 0.25 -0.02 0.26 0.002
H -1.67459 2.35249 4.69090 -0.06 0.52 -0.20 -0.001
H 1.95951 2.72374 -3.89538 0.54 -0.22 -0.23 0.007
H -1.03571 -4.42860 0.84787 0.19 -0.44 0.78 0.000
H 1.77039 -0.91576 -3.77167 -0.04 -0.03 -0.51 0.000
H 3.18852 2.61995 -1.58773 -0.23 0.12 -0.33 -0.002
H -2.65051 -4.83250 -1.07947 -1.69 -0.75 0.14 0.000
H 1.98461 1.45696 4.28493 -1.39 -0.91 0.17 0.000
H -0.33479 -6.17122 -0.69715 -0.80 0.75 -0.80 0.000
H -1.74543 2.87345 -1.92708 -1.43 0.00 -0.14 0.004
H 0.04142 -1.22116 -5.61118 -0.94 0.12 1.36 0.000
H -0.33819 2.66415 -4.02437 -0.26 0.48 0.81 -0.001
H -2.17377 -3.11408 0.59259 -0.17 0.21 0.08 0.000
```
Forces are in eV/Å.

multiplicity	3
total charge	+1
energy relative to the best compared isomer or geometry (same formula, charge and spin)	14.14	kcal per mole
expectation value of S²	2.029

=====

Entry 5:
Entry from the OMol25 dataset: a 2-piece molecular cluster, C3H12NOS overall in a non-equilibrium geometry (ωB97M-V with the def2-TZVPD basis set).

The geometry in XYZ format:
```
18
Properties=species:S:1:pos:R:3:forces:R:3:nbo_charge:R:1
S -1.09403 1.04698 -2.49485 0.02 0.12 -1.82 0.019
O 0.33719 -2.08776 3.36347 -0.41 1.05 -1.13 -0.991
N 1.39250 -1.19772 0.96417 0.70 1.48 0.46 -0.697
C -0.54780 1.50752 -0.89313 -1.28 0.10 1.55 -0.562
C 1.09725 0.18429 0.45486 -0.93 0.09 -1.05 -0.223
C -0.37993 0.26923 0.00062 0.71 0.54 1.48 -0.431
H -0.62008 -0.62264 -0.57124 -0.12 -0.12 0.05 0.221
H -1.02433 0.33527 0.91022 0.27 -0.21 -0.74 0.225
H 0.84658 -2.89179 3.49604 -0.12 0.25 1.10 0.514
H 1.03197 -1.93125 0.35707 0.01 0.00 0.03 0.440
H -2.33504 0.62247 -2.25404 -0.13 0.02 0.38 0.130
H 1.34189 0.89482 1.25377 -0.01 -0.22 -0.24 0.228
H 2.42059 -1.23912 1.03689 -0.56 -0.60 0.23 0.439
H 0.13728 -1.49652 4.10937 0.52 -1.17 0.15 0.521
H 0.38672 2.01417 -1.03149 0.55 0.29 -0.19 0.229
H -1.22035 2.24031 -0.40107 0.34 -0.39 -0.42 0.243
H 1.72027 0.37585 -0.42299 0.14 -0.11 0.26 0.222
H 0.94054 -1.21863 1.90733 0.31 -1.13 -0.09 0.476
```
Forces are in eV/Å.

total charge	+1
energy relative to the best compared isomer or geometry (same formula, charge and spin)	15.09	kcal per mole

=====

Entry 6:
Entry from the OMol25 dataset: an isolated molecule of C5H4 in a non-equilibrium geometry (ωB97M-V with the def2-TZVPD basis set).

The geometry in XYZ format:
```
9
Properties=species:S:1:pos:R:3:forces:R:3:nbo_charge:R:1
C -0.01305 1.70321 -0.97087 2.25 0.74 2.20 -0.483
C 0.07034 0.51772 -0.47533 -0.07 -3.05 0.38 0.151
C -0.50281 -0.94630 2.26131 -0.68 1.00 2.84 0.266
C -0.22133 -1.40195 1.12951 1.17 -1.07 -4.27 -0.627
C 0.27919 -0.77541 -0.14129 -1.86 4.13 1.47 -0.310
H 0.86865 -1.22006 -0.85178 1.25 -1.94 -1.22 0.239
H -0.78687 2.19301 -1.43568 -1.86 0.39 -1.42 0.228
H -0.43048 -2.47842 1.05225 -0.05 0.08 0.41 0.310
H 0.73636 2.40821 -0.56813 -0.14 -0.29 -0.38 0.226
```
Forces are in eV/Å.

energy relative to the best compared isomer or geometry (same formula, charge and spin)	62.17	kcal per mole

=====

E? In order: -520.0421 -627.3154 -1492.6676 -2154.2714 -649.4266 -192.6951 hartree.